(1)
Formula: C51H41BrIN2O5S7V
Source: the Open Molecules 2025 dataset
Level of theory: ωB97M-V/def2-TZVPD

```
! wB97M-V def2-TZVPD RIJCOSX def2/J DEFGRID3
* xyz -1 4
V 0.169 -0.509 -1.887
C -7.193 2.922 -0.275
C -5.716 2.636 -0.259
C -4.875 3.178 -1.225
C -3.529 2.853 -1.261
C -3.019 1.982 -0.316
C -3.837 1.441 0.666
C -5.179 1.773 0.695
S -1.306 1.447 -0.222
O -0.639 1.487 -1.576
C -0.738 3.013 0.486
C -0.557 4.105 -0.376
C -0.108 5.294 0.124
C 0.218 5.420 1.496
C 0.706 6.634 2.033
C 1.113 6.712 3.337
C 1.049 5.577 4.166
C 0.536 4.400 3.690
C 0.084 4.296 2.357
C -0.436 3.073 1.834
C -0.619 1.870 2.668
C -1.601 1.821 3.705
C -2.433 2.922 4.020
C -3.442 2.811 4.955
C -3.670 1.599 5.604
C -2.864 0.510 5.328
C -1.817 0.591 4.397
C -0.992 -0.542 4.095
C -0.066 -0.485 3.087
C 0.110 0.693 2.361
S 1.040 0.600 0.837
O 0.738 -0.794 0.342
C 2.723 0.580 1.469
C 3.359 1.815 1.518
C 4.696 1.882 1.865
C 5.418 0.726 2.160
C 6.887 0.823 2.475
C 4.765 -0.501 2.104
C 3.424 -0.577 1.755
H -7.414 3.838 -0.820
H -7.586 3.007 0.738
H -7.716 2.102 -0.772
H -5.282 3.834 -1.985
H -2.888 3.254 -2.038
H -3.417 0.751 1.391
H -5.821 1.345 1.456
H -0.768 3.983 -1.431
H 0.031 6.146 -0.531
H 0.760 7.500 1.383
H 1.492 7.645 3.734
H 1.417 5.634 5.183
H 0.468 3.530 4.330
H -2.282 3.864 3.509
H -4.062 3.670 5.183
H -4.483 1.515 6.316
H -3.037 -0.439 5.824
H -1.140 -1.464 4.644
H 0.516 -1.359 2.822
H 2.803 2.713 1.268
H 5.200 2.841 1.886
H 7.097 1.714 3.067
H 7.461 0.897 1.548
H 7.240 -0.051 3.019
H 5.312 -1.412 2.317
H 2.926 -1.536 1.682
S -5.566 2.152 -5.049
C -4.274 1.315 -4.474
S -2.666 1.458 -5.108
C -1.869 0.409 -3.956
C -2.664 -0.139 -3.008
S -2.081 -1.096 -1.695
S -4.377 0.191 -3.158
S -0.169 0.103 -4.079
C 0.837 -3.887 1.420
C 1.160 -4.968 0.395
C 1.790 -4.445 -0.918
C 2.051 -5.661 -1.837
C 3.037 -5.372 -2.969
C 3.101 -3.763 -0.591
O 4.007 -4.314 -0.005
N 3.228 -2.455 -0.998
C 2.232 -1.682 -1.563
O 2.418 -0.468 -1.754
N 1.068 -2.239 -1.912
C 0.752 -3.547 -1.615
O -0.323 -4.019 -1.910
H 0.240 -4.305 2.232
H 0.265 -3.077 0.972
H 1.750 -3.470 1.851
H 0.237 -5.481 0.120
H 1.852 -5.690 0.830
H 1.088 -5.955 -2.254
H 2.427 -6.485 -1.228
H 2.755 -4.462 -3.503
H 3.050 -6.194 -3.684
H 4.047 -5.239 -2.579
H 4.087 -1.972 -0.771
Br 3.499 -4.531 -7.051
C 1.762 -4.458 -6.299
C 0.916 -5.529 -6.537
C -0.355 -5.540 -5.984
C -0.782 -4.472 -5.215
C 0.060 -3.393 -4.996
C 1.341 -3.382 -5.521
I 2.635 -1.772 -5.087
H 1.263 -6.352 -7.147
H -1.004 -6.388 -6.160
H -1.764 -4.463 -4.762
H -0.285 -2.564 -4.401
*
```

Values from the calculation:
- Electronic energy: -9056.99457 hartree
- Energy above the lowest of the compared OMol25 structures with the same formula, charge and spin: 182.1 kJ/mol
- HOMO level (alpha / beta): -0.079 / -0.181 hartree
- Expectation value of S²: 3.811
- Maximum force: 2.8 eV/Å
- Gap between HOMO and LUMO (alpha / beta): 3.799 / 6.918 eV

Löwdin atomic charge list, values in e, 6 entries: 0.50, -0.05, -0.27, -0.05, -0.08, -0.36

(2)
Formula: C51H41BrN5O4PmSb2
Source: the Open Molecules 2025 dataset
Level of theory: ωB97M-V/def2-TZVPD

```
! wB97M-V def2-TZVPD RIJCOSX def2/J DEFGRID3
* xyz 0 5
Pm 0.305 -0.545 -2.213
O 1.879 2.948 -3.959
C 1.663 2.115 -3.063
N 2.096 0.836 -2.990
C 3.015 0.390 -3.954
C 3.988 1.191 -4.569
C 4.868 0.604 -5.455
C 4.806 -0.741 -5.796
C 3.803 -1.547 -5.250
C 2.895 -0.975 -4.299
N 1.895 -1.712 -3.598
C 1.490 -2.895 -4.134
O 1.928 -3.417 -5.152
C 0.436 -3.629 -3.363
C 0.326 -4.983 -3.618
C -0.468 -5.750 -2.791
C -1.280 -5.116 -1.874
C -1.136 -3.723 -1.708
N -0.252 -3.029 -2.409
C 0.783 2.519 -1.931
C 0.587 3.851 -1.764
C 0.024 4.371 -0.584
C -0.351 3.468 0.387
C -0.251 2.131 0.110
N 0.280 1.649 -1.042
H 4.130 2.185 -4.320
H 5.640 1.237 -5.917
H 5.453 -1.198 -6.516
H 3.819 -2.621 -5.438
H 0.926 -5.372 -4.421
H -0.514 -6.835 -2.959
H -2.008 -5.696 -1.262
H -1.734 -3.194 -0.946
H 1.080 4.471 -2.521
H 0.014 5.436 -0.438
H -0.645 3.690 1.386
H -0.731 1.397 0.761
Br 0.208 0.836 -5.920
C -1.220 -0.249 -5.441
C -1.969 -0.933 -6.375
C -3.078 -1.599 -5.894
C -3.394 -1.544 -4.531
C -2.578 -0.879 -3.666
N -1.492 -0.267 -4.154
C -2.899 -0.882 -2.209
O -3.977 -1.291 -1.844
O -1.906 -0.545 -1.477
H -1.624 -0.936 -7.390
H -3.646 -2.253 -6.560
H -4.290 -1.977 -4.116
C -2.167 -0.906 2.133
C -0.661 -0.856 2.511
C 0.111 -1.375 1.288
Sb 2.213 -1.827 1.455
C 2.796 0.231 1.494
C 3.337 0.727 0.319
C 3.562 2.111 0.158
C 3.222 3.014 1.173
C 2.688 2.521 2.339
C 2.470 1.143 2.502
C 2.403 -2.273 3.486
C 3.420 -1.635 4.247
C 3.758 -2.016 5.550
C 3.156 -3.145 6.130
C 2.231 -3.836 5.379
C 1.865 -3.400 4.082
Sb -3.874 -0.128 3.323
C -3.081 1.012 4.921
C -3.897 1.114 6.095
C -3.557 2.010 7.071
C -2.463 2.852 6.968
C -1.630 2.706 5.865
C -1.905 1.807 4.850
C -3.918 1.538 1.912
C -4.109 1.285 0.571
C -3.945 2.304 -0.376
C -3.695 3.611 0.030
C -3.547 3.862 1.408
C -3.606 2.823 2.319
H -2.484 -1.969 1.925
H -2.294 -0.338 1.202
H -0.378 -1.519 3.354
H -0.413 0.258 2.699
H 0.126 -0.590 0.605
H -0.469 -2.142 0.865
H 3.597 0.055 -0.505
H 3.854 2.489 -0.806
H 3.291 4.098 0.996
H 2.266 3.199 3.096
H 1.974 0.798 3.402
H 3.912 -0.783 3.771
H 4.555 -1.488 6.082
H 3.399 -3.429 7.117
H 1.824 -4.744 5.746
H 1.134 -3.998 3.484
H -4.755 0.514 6.257
H -4.158 2.137 7.966
H -2.190 3.598 7.732
H -0.711 3.277 5.745
H -1.259 1.808 3.967
H -4.385 0.220 0.224
H -4.032 1.990 -1.419
H -3.642 4.443 -0.640
H -3.348 4.874 1.763
H -3.488 2.976 3.356
*
```

Values from the calculation:
- Electronic energy: -6205.74767 hartree
- Energy above the lowest of the compared OMol25 structures with the same formula, charge and spin: 161.0 kJ/mol
- HOMO level (alpha / beta): -0.264 / -0.264 hartree
- Expectation value of S²: 6.005
- Maximum force: 2.3 eV/Å
- Gap between HOMO and LUMO (alpha / beta): 6.932 / 6.959 eV

Löwdin atomic charge list, values in e, 6 entries: 1.75, -0.01, -0.55, -0.06, -0.27, -0.03

Question: Among the records above, which one has the lowest maximum force?
Answer: C51H41BrN5O4PmSb2